# 1
Entry from OMol25: a cluster of 8 separate species, C46H45N9O4S in total (ωB97M-V with the def2-TZVPD basis set).

CARTESIAN COORDINATES (ANGSTROEM)
C (3.92, -3.00, 0.40)
C (2.69, -2.55, 0.33)
C (2.15, -1.58, -0.69)
C (0.69, -1.34, -0.53)
C (0.08, -0.38, 0.17)
C (0.58, 0.75, 0.98)
C (1.82, 0.49, 1.86)
S (3.16, 1.68, 1.52)
C (4.44, 0.73, 0.81)
N (5.20, -0.12, 1.41)
N (6.07, -0.61, 0.45)
C (5.76, -0.01, -0.65)
O (4.73, 0.86, -0.50)
C (-1.38, -0.57, -0.02)
O (-2.26, 0.09, 0.44)
O (-1.59, -1.64, -0.83)
C (-0.35, -2.17, -1.18)
O (-0.28, -3.11, -1.90)
H (4.70, -2.81, -0.32)
H (4.18, -3.65, 1.22)
H (1.99, -2.85, 1.10)
H (2.69, -0.64, -0.70)
H (2.30, -2.02, -1.68)
H (-0.24, 1.01, 1.65)
H (0.75, 1.64, 0.38)
H (2.17, -0.54, 1.84)
H (1.56, 0.69, 2.89)
H (6.26, -0.18, -1.58)
C (1.43, -6.71, -2.13)
C (1.92, -5.42, -1.97)
C (3.28, -5.22, -2.03)
N (4.18, -6.19, -2.22)
C (3.69, -7.42, -2.38)
C (2.34, -7.73, -2.34)
H (0.37, -6.91, -2.09)
H (1.28, -4.57, -1.80)
H (3.67, -4.22, -1.91)
H (4.43, -8.20, -2.53)
H (2.01, -8.75, -2.47)
C (1.71, -6.44, 4.40)
C (0.52, -6.51, 3.68)
C (0.22, -5.48, 2.81)
N (1.00, -4.41, 2.62)
C (2.14, -4.36, 3.31)
C (2.53, -5.34, 4.21)
H (1.98, -7.23, 5.09)
H (-0.15, -7.34, 3.80)
H (-0.69, -5.50, 2.23)
H (2.75, -3.49, 3.14)
H (3.47, -5.25, 4.75)
C (-3.47, 3.53, -1.41)
C (-2.99, 4.82, -1.24)
C (-1.62, 5.03, -1.24)
N (-0.73, 4.05, -1.40)
C (-1.20, 2.82, -1.57)
C (-2.55, 2.51, -1.58)
H (-4.53, 3.33, -1.41)
H (-3.67, 5.65, -1.11)
H (-1.21, 6.02, -1.11)
H (-0.46, 2.04, -1.70)
H (-2.88, 1.49, -1.72)
C (-3.51, 7.90, -5.76)
C (-2.74, 7.01, -5.03)
C (-3.39, 5.96, -4.39)
N (-4.70, 5.76, -4.45)
C (-5.42, 6.63, -5.15)
C (-4.88, 7.71, -5.83)
H (-3.04, 8.74, -6.28)
H (-1.67, 7.13, -4.95)
H (-2.83, 5.24, -3.81)
H (-6.49, 6.45, -5.17)
H (-5.52, 8.38, -6.39)
C (9.07, 1.81, 2.88)
C (9.58, 2.75, 3.75)
C (8.69, 3.52, 4.49)
N (7.37, 3.40, 4.41)
C (6.89, 2.49, 3.56)
C (7.69, 1.67, 2.78)
H (9.73, 1.19, 2.28)
H (10.65, 2.89, 3.87)
H (9.05, 4.26, 5.19)
H (5.81, 2.41, 3.51)
H (7.25, 0.95, 2.11)
C (-10.94, 8.27, -6.65)
C (-10.45, 9.56, -6.48)
C (-9.08, 9.75, -6.51)
N (-8.20, 8.76, -6.70)
C (-8.69, 7.53, -6.86)
C (-10.04, 7.24, -6.84)
H (-12.01, 8.08, -6.63)
H (-11.11, 10.40, -6.32)
H (-8.65, 10.73, -6.39)
H (-7.95, 6.75, -7.01)
H (-10.38, 6.22, -6.98)
C (-2.27, -7.90, 8.75)
C (-3.13, -7.97, 7.67)
C (-2.62, -7.70, 6.41)
N (-1.35, -7.37, 6.18)
C (-0.54, -7.29, 7.23)
C (-0.94, -7.55, 8.53)
H (-2.62, -8.10, 9.76)
H (-4.17, -8.24, 7.80)
H (-3.26, -7.75, 5.53)
H (0.48, -7.01, 7.02)
H (-0.24, -7.48, 9.35)

Properties
HOMO-LUMO gap (Eh): 0.315
LUMO energy (eV): -0.7

# 2
Entry from OMol25: a cluster of 2 separate species, C3H7N2S in total (ωB97M-V with the def2-TZVPD basis set).

CARTESIAN COORDINATES (ANGSTROEM)
C (1.26, 1.32, 0.28)
C (0.13, -0.30, -0.99)
C (-2.25, -1.15, 0.42)
N (1.88, 0.26, 0.77)
N (0.39, 1.00, -0.68)
S (1.50, -1.26, -0.13)
H (1.56, 2.30, 0.63)
H (-0.46, -0.68, -1.84)
H (-1.71, -2.02, 0.89)
H (-2.79, -1.24, -0.48)
H (-2.48, -0.32, 1.08)
H (2.88, 0.30, 1.24)
H (0.08, 1.79, -1.18)

Properties
Energy relative to the best compared isomer or geometry (same formula, charge and spin) (kJ/mol): 466.5
Total charge: +1
HOMO-LUMO gap (alpha / beta) (Eh): 0.273 / 0.274
LUMO energy (alpha / beta) (eV): -4.7 / -4.4

# 3
Entry from OMol25: a cluster of 11 separate species, C4H32B2NO14 in total (ωB97M-V with the def2-TZVPD basis set).

CARTESIAN COORDINATES (ANGSTROEM)
C (2.66, -1.16, -0.42)
O (1.26, -1.28, -0.25)
B (0.55, -0.83, -1.41)
O (0.61, -1.72, -2.51)
C (-0.23, 0.50, -1.57)
C (-1.26, 0.73, -0.44)
N (-2.56, 1.15, -1.02)
B (0.66, 1.75, -1.80)
O (0.87, 2.19, -3.14)
O (1.33, 2.51, -0.79)
C (2.72, 2.54, -1.01)
H (3.10, -2.04, 0.04)
H (2.96, -1.16, -1.47)
H (3.06, -0.29, 0.11)
H (0.25, -1.19, -3.22)
H (-0.96, 1.48, 0.31)
H (-1.45, -0.20, 0.11)
H (-2.52, 0.91, -2.00)
H (-2.61, 2.16, -0.98)
H (1.37, 3.01, -3.14)
H (3.26, 2.34, -0.08)
H (3.03, 3.53, -1.36)
H (3.03, 1.83, -1.78)
O (5.04, -3.30, 1.41)
H (4.16, -3.24, 1.81)
H (5.66, -3.24, 2.15)
O (2.57, -4.44, 2.35)
H (1.69, -4.07, 2.25)
H (2.57, -5.22, 1.77)
O (-0.52, -2.98, 1.75)
H (-1.37, -2.57, 1.91)
H (-0.17, -2.51, 0.97)
O (-4.99, 1.76, 0.78)
H (-5.44, 2.43, 0.25)
H (-4.13, 1.64, 0.32)
O (-0.75, 4.06, 0.98)
H (-0.34, 4.92, 0.85)
H (-0.26, 3.48, 0.38)
O (-6.09, 2.26, 3.73)
H (-5.44, 2.26, 3.02)
H (-5.58, 2.40, 4.53)
O (-1.57, 4.34, -2.14)
H (-1.18, 5.21, -2.25)
H (-1.03, 3.76, -2.69)
O (4.49, -6.25, -0.04)
H (4.49, -6.04, -0.98)
H (4.61, -5.39, 0.38)
O (-8.19, 0.71, 5.55)
H (-9.00, 0.67, 5.03)
H (-7.60, 1.26, 5.02)
O (3.27, -3.15, -3.53)
H (2.40, -2.76, -3.38)
H (3.59, -2.72, -4.33)

Properties
Total charge: -1
HOMO-LUMO gap (Eh): 0.199
LUMO energy (eV): 2.4

# 4
Entry from OMol25: a structure of composition C20H28F3O2V (ωB97M-V with the def2-TZVPD basis set).

CARTESIAN COORDINATES (ANGSTROEM)
O (-4.42, 3.09, -2.53)
C (-5.69, 2.67, -3.17)
C (-6.20, 4.08, -3.38)
H (-6.32, 2.05, -2.50)
H (-5.47, 2.13, -4.10)
C (-4.83, 4.48, -2.77)
H (-7.04, 4.36, -2.75)
H (-6.33, 4.35, -4.43)
C (-5.01, 5.22, -1.46)
H (-5.44, 4.54, -0.72)
H (-5.70, 6.07, -1.59)
H (-4.06, 5.59, -1.07)
C (-3.96, 5.19, -3.80)
H (-3.79, 4.53, -4.67)
H (-2.99, 5.48, -3.40)
H (-4.47, 6.10, -4.16)
V (-0.53, 0.92, -0.80)
C (1.61, 0.20, -1.68)
C (0.74, -0.92, -1.65)
C (-0.41, -0.62, -2.45)
H (1.00, -1.89, -1.22)
C (-0.25, 0.71, -2.99)
C (1.03, 1.20, -2.52)
H (1.50, 2.12, -2.85)
H (2.58, 0.24, -1.19)
H (-1.21, -1.31, -2.71)
H (-0.95, 1.23, -3.63)
C (0.87, 1.51, 1.08)
C (0.91, 2.46, 0.01)
C (-0.42, 2.98, -0.20)
H (1.81, 2.79, -0.50)
C (-1.27, 2.34, 0.77)
C (-0.44, 1.49, 1.59)
H (-0.73, 1.05, 2.53)
H (1.72, 0.96, 1.46)
H (-0.73, 3.73, -0.92)
H (-2.30, 2.59, 0.97)
O (-5.51, 1.28, -0.04)
C (-4.08, 1.27, -0.24)
C (-3.76, 0.48, -1.50)
H (-3.56, 0.74, 0.59)
H (-3.73, 2.31, -0.20)
C (-4.97, -0.50, -1.58)
H (-2.78, -0.03, -1.44)
H (-3.80, 1.12, -2.38)
C (-6.01, 0.02, -0.57)
H (-4.68, -1.52, -1.30)
H (-5.36, -0.52, -2.60)
H (-6.10, -0.70, 0.28)
H (-7.00, 0.21, -1.01)
F (-0.13, -1.46, 1.09)
C (-1.21, -0.91, 0.41)
F (-1.75, -1.95, -0.33)
F (-2.17, -0.67, 1.39)

Properties
Energy relative to the best compared isomer or geometry (same formula, charge and spin) (kJ/mol): 0.0
⟨S²⟩: 2.046
HOMO-LUMO gap (alpha / beta) (Eh): 0.301 / 0.341
Spin multiplicity: 3
LUMO energy (alpha / beta) (eV): 0.4 / 0.4

# 5
Entry from OMol25: a structure of composition C5H8N2O (ωB97M-V with the def2-TZVPD basis set).

CARTESIAN COORDINATES (ANGSTROEM)
C (1.18, 0.58, 1.27)
C (1.82, 0.16, 0.14)
C (0.54, 0.19, -0.68)
C (-0.43, -0.98, -0.73)
C (-1.77, -0.37, -0.37)
H (2.86, 0.53, 0.03)
H (2.03, -0.90, 0.43)
H (0.41, 0.72, -1.53)
H (-0.59, -1.42, -1.69)
H (0.02, -1.77, -0.13)
H (-2.71, -1.14, 0.06)
H (-2.05, 0.32, -1.26)
H (-1.92, 1.45, 0.89)
N (-1.30, 0.69, 0.84)
N (0.04, 0.90, 0.40)
O (1.84, 1.06, 2.34)

Properties
Energy relative to the best compared isomer or geometry (same formula, charge and spin) (kJ/mol): 549.8
HOMO-LUMO gap (Eh): 0.350
LUMO energy (eV): 0.8

# 6
Entry from OMol25: a structure of composition C10H27BaF3O9 (ωB97M-V with the def2-TZVPD basis set).

CARTESIAN COORDINATES (ANGSTROEM)
Ba (31.87, 20.19, -31.66)
O (34.36, 21.27, -34.70)
H (34.35, 22.25, -34.74)
C (31.09, 24.65, -28.85)
O (30.70, 23.43, -28.16)
O (31.85, 24.18, -29.93)
C (29.86, 25.63, -29.19)
F (30.20, 26.49, -30.13)
F (28.87, 24.91, -29.66)
F (29.43, 26.37, -28.20)
C (30.05, 23.68, -26.86)
C (29.87, 22.34, -26.21)
H (29.29, 21.67, -26.85)
H (30.78, 21.79, -25.94)
H (29.33, 22.36, -25.26)
H (29.07, 24.07, -27.13)
H (30.54, 24.46, -26.27)
H (31.75, 25.22, -28.20)
O (38.39, 15.82, -32.52)
C (37.46, 15.45, -31.54)
C (36.97, 16.40, -30.40)
O (36.25, 17.57, -30.76)
H (37.97, 14.62, -31.05)
H (36.62, 14.99, -32.07)
H (37.85, 16.66, -29.82)
H (36.49, 15.75, -29.66)
C (32.62, 16.65, -35.14)
O (31.89, 16.28, -33.95)
H (32.53, 15.88, -35.90)
H (32.33, 17.61, -35.57)
H (33.68, 16.74, -34.94)
H (32.13, 15.39, -33.68)
C (28.88, 22.47, -35.57)
O (29.41, 21.21, -35.27)
H (27.87, 22.59, -35.17)
H (29.48, 23.20, -35.02)
H (28.90, 22.69, -36.63)
H (29.11, 20.62, -35.96)
C (32.43, 16.97, -26.48)
O (32.42, 17.45, -27.78)
H (31.41, 17.07, -26.13)
H (32.78, 15.93, -26.49)
H (33.18, 17.56, -25.95)
H (33.24, 17.28, -28.25)
C (26.02, 21.30, -30.77)
O (27.12, 20.41, -30.82)
H (26.01, 21.99, -31.62)
H (25.10, 20.72, -30.84)
H (25.96, 22.00, -29.94)
H (26.80, 19.54, -30.57)

Properties
Energy relative to the best compared isomer or geometry (same formula, charge and spin) (kJ/mol): 897.6
Total charge: -2
HOMO-LUMO gap (Eh): 0.076
LUMO energy (eV): 2.6

# 7
Entry from OMol25: a cluster of 18 separate species, H35O18 in total (ωB97M-V with the def2-TZVPD basis set).

CARTESIAN COORDINATES (ANGSTROEM)
O (-3.65, 1.90, -0.90)
H (-3.46, 1.38, -1.67)
H (-0.81, -2.66, 0.94)
O (1.80, 3.32, 4.16)
H (1.16, 3.59, 3.51)
O (-2.70, -0.39, -2.56)
H (-2.74, -1.15, -3.15)
H (-2.48, -0.62, -1.66)
O (0.97, -1.24, 0.12)
H (0.85, 1.23, 0.92)
H (1.08, -0.80, -0.74)
O (3.67, -1.91, 3.45)
H (3.62, -0.94, 3.55)
H (4.44, -1.90, 2.86)
O (-4.86, -1.94, 0.01)
H (-4.21, -1.87, 0.72)
H (-5.06, -1.02, -0.14)
O (-0.50, 2.11, -1.73)
H (-0.72, 1.36, -1.18)
H (-1.05, 2.88, -1.61)
O (1.73, 1.77, -3.75)
H (0.85, 1.59, 3.79)
H (3.09, -1.72, 0.09)
O (0.62, -0.84, -2.33)
H (1.50, -0.58, -2.64)
H (0.63, -1.69, -2.78)
O (-0.80, -0.86, -4.32)
H (-0.84, -0.15, -3.66)
H (-1.22, -0.41, -5.04)
O (-3.22, -0.26, 0.98)
H (-2.14, -0.32, 0.85)
H (-3.57, 0.42, 0.39)
O (-0.82, 0.34, 0.94)
H (-0.86, 0.48, 1.89)
H (0.35, -0.49, 0.51)
O (3.67, -0.95, 0.05)
H (2.47, 2.85, 3.64)
H (3.29, -0.26, 0.59)
O (-1.22, -3.54, 1.03)
H (1.97, 2.28, -2.98)
H (-2.11, -3.24, 1.21)
O (1.48, 1.95, 0.65)
H (-3.99, 2.78, -1.02)
H (1.07, 2.18, -0.19)
O (0.06, 1.41, 4.30)
H (1.17, 1.05, -3.46)
H (-0.61, 1.26, 3.63)
O (2.51, 0.96, 2.56)
H (1.82, 0.52, 3.06)
H (1.99, 1.44, 1.90)
O (2.21, -3.14, -1.45)
H (1.96, -3.66, -2.21)
H (1.62, -2.47, -1.11)

Properties
Energy relative to the best compared isomer or geometry (same formula, charge and spin) (kJ/mol): 157.8
Total charge: -1
HOMO-LUMO gap (Eh): 0.327
LUMO energy (eV): 2.1

# 8
Entry from OMol25: a structure of composition C37H71NO19S8Sn (ωB97M-V with the def2-TZVPD basis set).

CARTESIAN COORDINATES (ANGSTROEM)
Sn (0.96, -3.22, -2.75)
C (0.13, -0.37, -0.92)
O (-0.42, -1.42, -0.59)
O (1.36, -0.57, -1.21)
O (-0.47, 0.70, -0.97)
C (0.54, 2.56, 5.24)
C (0.83, 2.62, 6.79)
C (2.26, 2.02, 6.97)
S (2.51, 0.84, 5.52)
O (2.65, -0.52, 6.08)
O (3.54, 1.41, 4.66)
C (0.91, 1.12, 4.78)
H (1.16, 3.33, 4.78)
H (-0.52, 2.77, 5.16)
H (0.18, 1.96, 7.36)
H (0.78, 3.60, 7.27)
H (2.37, 1.42, 7.87)
H (3.05, 2.77, 7.02)
H (0.12, 0.52, 5.23)
H (0.96, 0.89, 3.71)
C (-0.07, -3.26, 3.70)
C (0.64, -1.92, 3.37)
C (1.76, -1.93, 2.34)
S (1.76, -3.66, 1.59)
O (2.74, -4.50, 2.29)
O (1.75, -3.69, 0.11)
C (0.10, -4.01, 2.30)
H (-1.13, -3.13, 3.91)
H (0.42, -3.81, 4.52)
H (1.10, -1.52, 4.27)
H (-0.12, -1.30, 2.90)
H (2.65, -1.76, 2.95)
H (1.57, -1.27, 1.49)
H (-0.16, -5.07, 2.32)
H (-0.52, -3.59, 1.51)
C (-3.86, -0.11, -3.50)
C (-4.06, -1.52, -4.02)
C (-3.32, -1.52, -5.42)
S (-1.68, -0.71, -5.09)
O (-1.38, 0.35, -6.05)
O (-0.71, -1.77, -4.80)
C (-2.35, 0.05, -3.50)
H (-4.20, 0.09, -2.48)
H (-4.28, 0.71, -4.09)
H (-5.10, -1.79, -4.21)
H (-3.70, -2.38, -3.46)
H (-3.85, -0.93, -6.17)
H (-3.15, -2.46, -5.95)
H (-1.91, 1.04, -3.41)
H (-1.87, -0.71, -2.89)
C (2.15, 2.53, 1.54)
C (2.95, 3.67, 2.12)
C (4.09, 4.08, 1.07)
S (3.47, 3.64, -0.60)
O (4.56, 2.85, -1.18)
O (2.99, 4.87, -1.24)
C (2.02, 2.69, -0.01)
H (1.20, 2.26, 2.01)
H (2.65, 1.56, 1.64)
H (3.47, 3.30, 3.01)
H (2.35, 4.54, 2.39)
H (4.85, 3.32, 1.26)
H (4.53, 5.08, 1.08)
H (1.95, 1.73, -0.52)
H (1.12, 3.24, -0.27)
C (1.85, 2.32, -5.19)
C (1.85, 2.09, -3.73)
C (3.15, 1.22, -3.51)
S (3.20, -0.04, -4.93)
O (2.82, -1.39, -4.49)
O (4.38, 0.11, -5.77)
C (1.91, 0.97, -5.82)
H (2.72, 2.90, -5.47)
H (0.91, 2.75, -5.56)
H (0.99, 1.54, -3.35)
H (1.84, 3.03, -3.18)
H (3.24, 0.63, -2.60)
H (3.97, 1.94, -3.57)
H (0.99, 0.39, -5.72)
H (2.30, 1.06, -6.84)
C (6.14, -2.40, 0.61)
C (5.49, -0.98, 0.70)
C (4.35, -0.89, -0.29)
S (4.93, -1.81, -1.75)
O (5.52, -0.94, -2.77)
O (3.92, -2.78, -2.22)
C (6.26, -2.80, -0.82)
H (5.52, -3.08, 1.20)
H (7.08, -2.50, 1.16)
H (6.29, -0.30, 0.42)
H (5.08, -0.76, 1.68)
H (4.03, 0.13, -0.54)
H (3.49, -1.48, 0.01)
H (7.16, -2.41, -1.31)
H (6.12, -3.86, -1.03)
C (-5.23, 0.44, 2.05)
C (-4.34, 0.54, 0.79)
C (-2.89, 0.52, 1.22)
S (-2.78, 0.93, 3.03)
O (-1.91, 2.10, 3.23)
O (-2.65, -0.26, 3.87)
C (-4.58, 1.37, 3.06)
H (-5.27, -0.59, 2.40)
H (-6.27, 0.75, 1.88)
H (-4.50, 1.44, 0.20)
H (-4.57, -0.24, 0.05)
H (-2.31, 1.28, 0.70)
H (-2.21, -0.30, 1.02)
H (-4.59, 2.36, 2.61)
H (-5.04, 1.50, 4.04)
C (-4.75, -4.72, -1.51)
C (-4.64, -3.68, -0.45)
C (-3.10, -3.48, -0.15)
S (-2.26, -5.15, -0.49)
O (-1.89, -5.91, 0.71)
O (-1.33, -5.09, -1.60)
C (-3.84, -5.86, -1.09)
H (-4.40, -4.33, -2.46)
H (-5.79, -5.02, -1.68)
H (-5.13, -3.97, 0.48)
H (-5.07, -2.72, -0.72)
H (-2.89, -3.09, 0.85)
H (-2.69, -2.78, -0.88)
H (-4.32, -6.34, -0.24)
H (-3.64, -6.58, -1.88)
C (-4.35, 4.27, -1.74)
C (-3.06, 3.33, -1.62)
C (-2.09, 3.70, -0.39)
C (-1.87, 5.16, -0.26)
N (-1.70, 6.28, -0.16)
H (-5.21, 3.83, -2.23)
H (-4.18, 5.24, -2.20)
H (-4.76, 4.48, -0.75)
H (-2.44, 3.27, -2.51)
H (-3.39, 2.31, -1.44)
H (-1.19, 3.09, -0.39)
H (-2.71, 3.48, 0.48)

Properties
HOMO-LUMO gap (Eh): 0.198
LUMO energy (eV): -1.8